# 1
{"formula": "C4H8O", "method": "ωB97M-V/def2-TZVPD", "orbital_gap_ev": 11.23, "smiles": "C[C@@H]1O[C@@H]1C", "symbols": ["C", "C", "O", "C", "C", "H", "H", "H", "H", "H", "H", "H", "H"], "xyz": [[-0.326258, 1.608046, -0.188406], [-0.761634, 0.408806, 0.610599], [0.169940, -0.113983, 1.547024], [-0.197477, -0.936921, 0.442634], [0.885348, -1.286488, -0.557566], [-0.381005, 2.507619, 0.433901], [-0.982316, 1.756768, -1.053820], [0.704773, 1.504067, -0.538696], [-1.781772, 0.469724, 0.998175], [-0.839722, -1.768363, 0.737389], [0.809161, -0.704470, -1.480274], [1.870260, -1.101382, -0.121034], [0.830701, -2.343424, -0.829925]], "forces_ev_per_a": [[0.1, 0.0, 0.0], [-0.2, 0.2, -0.1], [0.1, 0.0, 0.2], [0.0, -0.2, -0.2], [0.0, 0.0, 0.0], [0.0, -0.1, -0.1], [0.1, 0.0, 0.1], [-0.2, 0.0, 0.0], [0.1, 0.0, 0.0], [0.1, 0.1, 0.0], [0.0, 0.0, 0.1], [-0.1, 0.0, 0.0], [0.0, 0.1, 0.1]]}

# 2
{"formula": "C4H8O", "method": "ωB97M-V/def2-TZVPD", "orbital_gap_ev": 11.38, "smiles": "CC[C@H]1CO1", "symbols": ["C", "C", "C", "C", "O", "H", "H", "H", "H", "H", "H", "H", "H"], "xyz": [[-1.741585, 0.494304, 0.102467], [-0.575180, -0.481631, 0.243064], [0.664246, -0.017268, -0.497259], [2.003152, -0.042266, 0.099618], [1.600543, -1.030483, -0.834152], [-2.643673, 0.101510, 0.581590], [-1.514649, 1.464942, 0.558420], [-1.975566, 0.666131, -0.955042], [-0.846937, -1.459081, -0.173643], [-0.341856, -0.646866, 1.302735], [0.483832, 0.696147, -1.307328], [2.775871, 0.643701, -0.249963], [2.111798, -0.389142, 1.129491]], "forces_ev_per_a": [[0.0, 0.0, 0.0], [0.0, -0.1, 0.0], [-0.2, 0.1, 0.0], [0.1, 0.2, 0.2], [0.1, -0.2, -0.1], [0.1, 0.1, 0.0], [0.0, -0.1, -0.1], [0.0, 0.0, 0.2], [0.0, 0.1, 0.0], [0.0, 0.0, -0.2], [0.0, -0.1, 0.1], [-0.1, -0.1, 0.1], [0.0, 0.1, -0.2]]}

# 3
{"formula": "C4H8O", "method": "ωB97M-V/def2-TZVPD", "orbital_gap_ev": 10.85, "smiles": "CC(C)C=O", "symbols": ["C", "C", "C", "C", "O", "H", "H", "H", "H", "H", "H", "H", "H"], "xyz": [[-1.289571, 0.323244, 0.427654], [-0.017930, 0.154793, -0.410846], [0.532224, -1.267088, -0.316000], [1.015799, 1.142210, 0.098991], [1.558317, 1.034169, 1.173534], [-2.032962, -0.429191, 0.147890], [-1.048983, 0.206236, 1.489386], [-1.741528, 1.310391, 0.285790], [-0.238650, 0.398922, -1.457426], [1.381829, -1.410164, -0.990395], [-0.236758, -1.997142, -0.586064], [0.869144, -1.463608, 0.705512], [1.249072, 1.997227, -0.568030]], "forces_ev_per_a": [[-0.1, 0.0, 0.1], [0.0, 0.0, 0.0], [0.1, -0.1, 0.0], [0.1, -0.1, 0.3], [-0.2, 0.1, -0.5], [0.1, 0.1, 0.0], [-0.1, 0.0, -0.1], [0.1, -0.1, 0.0], [0.0, 0.0, 0.1], [-0.1, 0.0, 0.1], [0.1, 0.1, 0.1], [-0.1, 0.0, -0.1], [0.0, 0.0, 0.1]]}

In eV, the LUMO level values for the records above are, in order, 1.17; 1.18; 1.06.
In eV Å⁻¹, the maximum force values for the records above are, in order, 0.29; 0.34; 0.54.
In kcal per mole, the energy above the lowest of the compared OMol25 structures with the same formula, charge and spin values for the records above are, in order, 25.0; 29.1; 6.8.